C19H22ClN3O2 in the gas phase. Source: the OMol25 dataset; level of theory: the ωB97M-V functional and the def2-TZVPD basis.

Each line ends with the natural charge from an NBO analysis.
Element x y z (Å)
1 C -0.29 7.46 -0.69  -0.40
2 N -0.92 6.15 -0.27  -0.46
3 C -1.36 5.28 -1.31  -0.21
4 C -0.39 4.55 -2.06  -0.27
5 N 0.31 3.80 -1.29  -0.43
6 C 0.05 2.60 -0.80  0.21
7 C -1.28 2.09 -0.94  -0.29
8 C -1.36 0.66 -0.93  -0.20
9 C -0.38 -0.15 -0.40  0.08
10 N -0.57 -1.55 0.04  -0.56
11 C -1.77 -2.27 -0.27  0.66
12 O -2.92 -1.76 -0.42  -0.61
13 C -1.79 -3.76 0.28  -0.09
14 O -0.36 -3.95 0.70  -0.59
15 C 0.16 -5.39 0.99  0.28
16 C -0.83 -6.30 1.18  -0.28
17 C -0.38 -7.56 1.36  -0.16
18 C 0.99 -7.65 1.95  -0.23
19 C 1.91 -6.71 1.83  -0.20
20 C 1.38 -5.38 1.53  -0.25
21 C 0.80 0.28 -0.10  -0.18
22 C 1.32 1.71 -0.31  -0.12
23 Cl 2.90 2.24 -0.27  0.09
24 C 0.95 4.74 -0.10  -0.27
25 C 0.09 5.49 0.71  -0.19
26 H 0.69 7.42 -1.47  0.14
27 H -1.06 7.90 -1.37  0.20
28 H -0.10 8.03 0.11  0.19
29 H -2.03 6.15 -2.05  0.18
30 H -2.31 4.82 -0.86  0.22
31 H -0.91 3.88 -2.62  0.23
32 H 0.33 5.47 -2.34  0.20
33 H -2.03 2.62 -1.49  0.22
34 H -2.36 0.25 -0.97  0.25
35 H 0.16 -2.05 0.18  0.40
36 H -1.98 -4.36 -0.53  0.19
37 H -2.20 -3.94 1.07  0.17
38 H -1.95 -6.13 0.89  0.23
39 H -0.93 -8.45 1.51  0.21
40 H 1.09 -8.78 2.07  0.21
41 H 2.87 -6.95 2.02  0.22
42 H 2.27 -4.67 1.12  0.24
43 H 1.49 -0.37 0.12  0.19
44 H 1.58 4.14 0.69  0.23
45 H 1.84 5.53 -0.45  0.22
46 H 0.39 6.13 1.20  0.16
47 H -0.80 4.86 1.39  0.17

Results
SMILES: CN1CCN(c2ccc(NC(=O)COc3ccccc3)cc2Cl)CC1
Gap between HOMO and LUMO: 7.91 eV
Energy relative to the best compared isomer or geometry (same formula, charge and spin): 1670.6 kJ/mol
Calculated total energy: -1511.61273 hartree
Total charge: 0

---

7 unconnected molecules or ions with the total composition C46H57F3N2O4. Source: the OMol25 dataset; level of theory: the ωB97M-V functional and the def2-TZVPD basis.

Each line ends with the Löwdin charge.
Element x y z (Å)
1 C -1.54 1.12 0.39  -0.08
2 C -0.55 2.22 0.77  -0.24
3 N 0.71 1.65 1.23  0.00
4 C 1.47 0.92 0.26  -0.36
5 C 2.40 1.77 -0.59  -0.06
6 O 3.34 2.44 0.27  0.07
7 C 3.42 3.76 0.14  -0.72
8 F 3.75 4.14 -1.11  0.16
9 F 2.25 4.38 0.42  0.14
10 F 4.34 4.22 0.98  0.18
11 O 2.30 -0.05 0.87  -0.01
12 C 1.63 -1.05 1.63  -0.39
13 C 0.99 -2.11 0.75  -0.19
14 N 1.97 -2.80 -0.08  0.04
15 O 2.59 -1.62 2.46  -0.05
16 C 2.42 -1.30 3.84  -0.15
17 C 2.66 0.18 4.14  -0.43
18 C 2.13 0.56 5.50  -0.04
19 O 4.05 0.49 4.09  -0.02
20 H -2.57 1.39 0.64  0.08
21 H -1.28 0.21 0.95  0.05
22 H -1.50 0.87 -0.67  0.06
23 H -0.43 2.92 -0.07  0.11
24 H -0.95 2.81 1.60  0.11
25 H 1.30 2.35 1.68  0.12
26 H 0.77 0.43 -0.43  0.14
27 H 2.96 1.15 -1.29  0.14
28 H 1.82 2.50 -1.15  0.14
29 H 0.85 -0.58 2.24  0.14
30 H 0.50 -2.83 1.41  0.13
31 H 0.18 -1.64 0.17  0.08
32 H 2.09 -2.35 -0.98  0.07
33 H 1.67 -3.75 -0.27  0.06
34 H 1.42 -1.60 4.19  0.13
35 H 3.17 -1.89 4.37  0.14
36 H 2.14 0.77 3.37  0.12
37 H 2.53 -0.09 6.28  0.09
38 H 2.40 1.58 5.74  0.08
39 H 1.04 0.48 5.50  0.08
40 H 4.40 0.13 3.27  0.10
41 C -1.97 -4.05 -2.93  -0.10
42 C -0.90 -3.30 -2.44  -0.11
43 C -0.97 -1.92 -2.44  -0.10
44 C -2.10 -1.28 -2.93  -0.09
45 C -3.17 -2.02 -3.41  -0.09
46 C -3.11 -3.41 -3.41  -0.09
47 H -1.91 -5.13 -2.93  0.11
48 H -0.02 -3.80 -2.08  0.09
49 H -0.14 -1.33 -2.06  0.08
50 H -2.16 -0.20 -2.94  0.10
51 H -4.05 -1.52 -3.80  0.08
52 H -3.94 -4.00 -3.78  0.10
53 C -2.59 2.56 8.31  -0.10
54 C -1.53 3.37 8.69  -0.10
55 C -0.53 3.68 7.78  -0.09
56 C -0.59 3.19 6.49  -0.10
57 C -1.65 2.38 6.10  -0.10
58 C -2.65 2.07 7.02  -0.10
59 H -3.37 2.32 9.02  0.10
60 H -1.48 3.75 9.70  0.10
61 H 0.30 4.31 8.08  0.10
62 H 0.18 3.43 5.77  0.10
63 H -1.70 1.99 5.09  0.09
64 H -3.48 1.44 6.72  0.09
65 C -3.34 -2.12 1.62  -0.09
66 C -3.88 -3.38 1.84  -0.09
67 C -4.36 -3.73 3.09  -0.10
68 C -4.29 -2.81 4.14  -0.09
69 C -3.75 -1.55 3.92  -0.09
70 C -3.27 -1.21 2.66  -0.10
71 H -2.97 -1.85 0.64  0.09
72 H -3.94 -4.09 1.02  0.10
73 H -4.78 -4.71 3.26  0.10
74 H -4.66 -3.08 5.12  0.10
75 H -3.68 -0.84 4.74  0.09
76 H -2.85 -0.23 2.50  0.08
77 C 9.19 5.60 1.97  -0.10
78 C 7.98 5.01 1.62  -0.09
79 C 7.67 4.79 0.29  -0.09
80 C 8.57 5.16 -0.70  -0.10
81 C 9.77 5.75 -0.36  -0.10
82 C 10.08 5.97 0.97  -0.10
83 H 9.43 5.77 3.01  0.10
84 H 7.28 4.72 2.40  0.10
85 H 6.73 4.32 0.02  0.08
86 H 8.32 4.99 -1.74  0.10
87 H 10.47 6.04 -1.14  0.10
88 H 11.03 6.43 1.24  0.10
89 C -6.68 -1.64 -4.91  -0.11
90 C -5.99 -1.67 -6.11  -0.10
91 C -6.49 -1.00 -7.22  -0.09
92 C -7.69 -0.31 -7.13  -0.10
93 C -8.38 -0.28 -5.93  -0.10
94 C -7.88 -0.94 -4.82  -0.09
95 H -6.30 -2.16 -4.05  0.09
96 H -5.06 -2.22 -6.18  0.09
97 H -5.95 -1.03 -8.16  0.10
98 H -8.08 0.22 -7.99  0.10
99 H -9.31 0.27 -5.85  0.10
100 H -8.42 -0.92 -3.88  0.10
101 C -0.09 -3.62 -5.97  -0.08
102 C -0.66 -3.23 -7.17  -0.09
103 C -0.06 -3.57 -8.37  -0.10
104 C 1.12 -4.30 -8.37  -0.10
105 C 1.70 -4.69 -7.17  -0.10
106 C 1.09 -4.35 -5.97  -0.09
107 H -0.57 -3.36 -5.03  0.07
108 H -1.58 -2.66 -7.17  0.10
109 H -0.50 -3.27 -9.31  0.10
110 H 1.60 -4.57 -9.31  0.10
111 H 2.62 -5.26 -7.17  0.10
112 H 1.53 -4.65 -5.03  0.10

Results
SMILES: CCN[C@@H](COC(F)(F)F)O[C@@H](CN)OC[C@@H](C)O.c1ccccc1.c1ccccc1.c1ccccc1.c1ccccc1.c1ccccc1.c1ccccc1
Gap between HOMO and LUMO: 9.60 eV
Calculated total energy: -2497.07731 hartree
Total charge: 0

---

A gas-phase ion, C5H11N2Si (charge +1). Source: the OMol25 dataset; level of theory: the ωB97M-V functional and the def2-TZVPD basis.

Each line ends with the natural charge from an NBO analysis.
Element x y z (Å)
1 H 1.90 -0.12 1.65  0.36
2 N 1.68 -0.90 0.99  -0.21
3 N 0.61 -0.73 0.38  0.08
4 C 0.06 -1.92 -0.46  -0.26
5 C -1.22 -1.36 -0.99  -0.20
6 C -1.46 -0.17 -0.45  -0.18
7 C -0.23 0.36 0.23  -0.24
8 C -0.35 1.06 1.48  -0.61
9 Si 0.64 1.63 -1.16  0.92
10 H 0.08 -2.70 0.32  0.26
11 H 0.96 -2.09 -1.02  0.26
12 H -1.83 -2.07 -1.48  0.26
13 H -2.25 0.50 -0.80  0.26
14 H -0.89 0.47 2.21  0.25
15 H -0.62 2.06 1.30  0.24
16 H 0.67 1.03 1.98  0.20
17 H -0.35 2.60 -1.55  -0.10
18 H 0.75 0.63 -2.27  -0.13
19 H 1.83 1.73 -0.35  -0.14

Results
SMILES: [H]/N=[N+]1/CC=C[C@]1(C)[SiH3]
Gap between HOMO and LUMO: 8.46 eV
Energy relative to the best compared isomer or geometry (same formula, charge and spin): 24.8 kJ/mol
Calculated total energy: -595.73018 hartree
Total charge: +1

---

2 unconnected molecules or ions with the total composition C11H14N2O. Source: the OMol25 dataset; level of theory: the ωB97M-V functional and the def2-TZVPD basis.

Each line ends with the natural charge from an NBO analysis.
Element x y z (Å)
1 C -0.62 3.03 -0.79  -0.63
2 C -0.33 2.11 0.39  -0.07
3 C 0.92 1.47 0.43  -0.15
4 C 1.21 0.69 1.56  -0.28
5 C 0.23 0.58 2.55  0.31
6 O 0.51 -0.10 3.66  -0.68
7 C -1.05 1.15 2.44  -0.30
8 C -1.33 1.91 1.34  -0.18
9 H -0.41 4.11 -0.63  0.21
10 H -1.59 2.92 -1.22  0.21
11 H 0.12 2.81 -1.60  0.21
12 H 1.62 1.56 -0.37  0.22
13 H 2.05 0.03 1.39  0.22
14 H -0.14 -0.09 4.38  0.49
15 H -1.82 0.93 3.18  0.21
16 H -2.26 2.43 1.11  0.21
17 C -0.40 -1.18 -3.01  -0.65
18 C 0.27 -1.86 -1.85  0.11
19 C -0.14 -3.06 -1.32  -0.15
20 N 0.64 -3.20 -0.16  -0.52
21 C 1.41 -2.10 -0.04  0.18
22 N 1.25 -1.27 -1.07  -0.47
23 H -0.63 -0.14 -2.78  0.23
24 H -1.23 -1.81 -3.31  0.22
25 H 0.14 -1.39 -3.99  0.22
26 H -1.07 -3.58 -1.46  0.22
27 H 0.55 -4.04 0.39  0.42
28 H 2.10 -1.90 0.77  0.20

Results
SMILES: Cc1ccc(O)cc1.Cc1c[nH]cn1
Gap between HOMO and LUMO: 8.73 eV
Energy relative to the best compared isomer or geometry (same formula, charge and spin): 198.3 kJ/mol
Calculated total energy: -612.27523 hartree
Total charge: 0

---

E_HOMO (eV)
-7.39; -9.19; -13.71; -7.97
Maximum force (eV Å⁻¹)
18.76; 0.29; 3.36; 2.63